A gas-phase ion, C4H11N2O (charge +1) at a distorted geometry, computed with wB97M-V/def2-TZVPD.

The geometry in XYZ format:
```
18
Properties=species:S:1:pos:R:3
O -0.47 -1.74 -1.13
C 0.37 -1.04 -0.54
N 1.67 -1.29 -0.23
C 1.96 -1.55 1.15
C -0.12 0.21 0.15
N -1.05 0.92 -0.77
C -2.17 1.94 -0.21
H 2.25 -1.85 -0.91
H 2.83 -2.15 1.26
H 1.15 -2.01 1.73
H 2.13 -0.59 1.59
H 0.79 0.82 0.37
H -0.70 -0.05 1.08
H -0.34 1.69 -1.38
H -1.41 0.30 -1.55
H -2.18 2.75 -0.94
H -3.09 1.33 -0.26
H -1.62 2.31 0.59
```

Lowest unoccupied orbital energy = -3.9 eV
Electronic energy = -9345.6554 eV
Gap between HOMO and LUMO = 9.77 eV
Energy relative to the best compared isomer or geometry (same formula, charge and spin) = 3.201 eV
E_HOMO = -0.503 hartree
Net charge = +1